[1]
ORCA calculation (ωB97M-V/def2-TZVPD) on C3H7NO2 in the gas phase at a distorted geometry.

Geometry (Å):
C -1.6240 0.3360 -0.0056
C -0.3511 -0.3277 0.5344
O -0.4064 -1.7479 0.4648
C 0.8967 0.5267 -0.2257
N 2.2314 0.2224 -0.1515
O 0.5975 1.5204 -0.8712
H -2.1803 0.8355 0.7903
H -2.2929 -0.3523 -0.5401
H -1.3091 1.1134 -0.6948
H -0.3302 -0.2122 1.6302
H -0.6964 -2.0174 -0.4191
H 2.5986 -0.6023 0.2736
H 2.8661 0.7055 -0.7852

## Properties
Energy above the lowest of the compared OMol25 structures with the same formula, charge and spin, kJ/mol: 128.3
LUMO energy, eV: 0.824
HOMO energy, eV: -9.60
Strongest force on any atom, eV Å⁻¹: 1.10
SMILES: C[C@@H](O)C(N)=O
Kohn-Sham gap, eV: 10.4

=====

[2]
ORCA calculation (ωB97M-V/def2-TZVPD) on a gas-phase ion, C3H9FNO (charge +1) at a distorted geometry.

Geometry (Å):
C -0.4302 1.7647 1.5194
O -0.1445 0.9265 0.3747
C 0.2903 -0.6153 0.7078
F 1.5144 -0.6278 1.0801
C 0.0396 -1.3198 -0.6834
N 0.3236 -0.4949 -1.8943
H 0.4729 2.1421 2.0518
H -1.0983 1.1852 2.1883
H -1.0685 2.6272 1.0834
H -0.2989 -1.0870 1.3936
H 0.5942 -2.2456 -0.7476
H -1.0867 -1.4384 -0.8001
H 1.2665 -0.1110 -1.9729
H -0.3085 0.3139 -1.6799
H -0.0658 -1.0199 -2.6209

## Properties
Net charge: +1
Energy above the lowest of the compared OMol25 structures with the same formula, charge and spin, kJ/mol: 89.5
LUMO energy, eV: -3.721
HOMO energy, eV: -14.73
Strongest force on any atom, eV Å⁻¹: 6.68
SMILES: CO[C@H](F)C[NH3+]
Kohn-Sham gap, eV: 11.0

=====

[3]
ORCA calculation (ωB97M-V/def2-TZVPD) on 2 unconnected molecules or ions with the total composition C5H9F2P at a distorted geometry.

Geometry (Å):
F -3.9042 -0.7405 -0.6577
C -3.2038 0.0029 0.1674
F -3.0879 1.1963 -0.3440
P -2.5159 -0.5314 1.5821
H -1.9592 0.6502 1.8609
C 0.4576 -0.5514 -2.0168
C 0.6084 -0.7991 -0.7003
C 1.8594 -0.4240 0.1667
C 1.6181 0.8643 0.9812
H -0.3222 -1.0424 -2.5753
H 1.0282 0.1070 -2.6097
H -0.1474 -1.2958 -0.2587
H 2.8018 -0.1893 -0.3186
H 1.8956 -1.2342 0.7794
H 0.7261 1.0762 1.6025
H 1.7579 1.8207 0.5299
H 2.3876 1.0906 1.8109

## Properties
Energy above the lowest of the compared OMol25 structures with the same formula, charge and spin, kJ/mol: 149.6
LUMO energy, eV: 0.425
HOMO energy, eV: -9.46
Strongest force on any atom, eV Å⁻¹: 5.55
SMILES: FC(F)=P.C=CCC
Kohn-Sham gap, eV: 9.9